(a)
The following is a quantum chemistry calculation of the ion C7H12N2 with charge +2, from the OMol25 dataset.

## Properties
- Total charge: +2
- HOMO energy: -19.7271 eV
- SMILES: CC/[NH+]=C/[C@H]1C=CC=[NH+]1

```
21
Properties=species:S:1:pos:R:3:mulliken_charge:R:1
C -1.5006 0.9617 -0.6285 0.12
C -0.0103 0.9935 -0.5977 -0.19
C -2.2027 -0.6925 0.8175 -0.33
C -2.1481 -1.2721 -0.4337 -0.49
C -1.8486 -0.3317 -1.3723 -0.24
C 2.8138 -0.7927 0.5126 -1.31
C 2.1373 0.5806 0.2748 -0.29
N -1.9916 0.6308 0.7345 -0.14
N 0.7225 0.3359 0.1460 0.00
H -1.9880 1.8612 -0.9294 0.50
H 0.5209 1.7531 -1.1273 0.48
H -2.5844 -1.1364 1.6995 0.46
H -2.1904 -2.3074 -0.6356 0.50
H 0.4653 -0.4830 0.6596 0.34
H -2.0196 -0.2774 -2.4051 0.48
H 2.5920 -1.2210 1.4293 0.43
H 2.3996 -1.4008 -0.2748 0.41
H 3.8576 -0.7436 0.2078 0.34
H 2.5393 1.0126 -0.7030 0.37
H 2.3003 1.3169 1.0808 0.31
H -1.8643 1.2123 1.5451 0.26
```

---

(b)
The following is a quantum chemistry calculation of a cluster of 2 separate species, C7H12N2 in total, from the OMol25 dataset.

## Properties
- Total charge: +2
- HOMO energy: -17.0890 eV

```
21
Properties=species:S:1:pos:R:3:mulliken_charge:R:1
C 2.4642 2.2081 -2.2024 0.20
C -0.2112 -2.3458 1.3284 0.05
C -0.8259 -0.8709 -0.4648 0.23
C 3.1050 1.9135 -0.9141 -0.36
C -0.3929 -2.0306 2.7649 -0.91
C -2.5154 0.7323 -0.6267 -1.00
C -1.6279 -0.2278 -1.2633 -0.10
N -0.2608 -1.6217 0.2933 -0.05
N 1.9492 1.1701 -1.5751 -0.11
H 2.2391 2.9760 -2.9267 0.38
H 0.2297 -3.3327 1.1401 0.37
H 4.0693 1.5895 -0.9774 0.31
H 2.8332 2.4420 0.0554 0.26
H 0.5741 -2.4515 3.1787 0.32
H -0.7361 -1.0433 2.9509 0.34
H -1.0026 -2.7855 3.1613 0.37
H -2.5417 0.7072 0.5147 0.31
H -2.2861 1.8936 -0.7981 0.28
H -3.4490 0.6398 -1.1082 0.32
H -1.7657 -0.3677 -2.2775 0.47
H 1.8355 0.1575 -1.6305 0.32
```

---

Most stable structure: (a)

---

(a)
The following is a quantum chemistry calculation of a structure of composition C3H7NS2, from the OMol25 dataset.

## Properties
- Total charge: 0
- HOMO energy: -8.9247 eV

```
13
Properties=species:S:1:pos:R:3:mulliken_charge:R:1
C -1.3025 0.0297 0.5418 -0.66
C -0.2723 0.3724 -0.5753 -0.42
C 1.0952 0.2754 -0.2058 0.07
H -3.9009 0.5823 0.2896 0.15
H -0.9501 -0.8347 1.0572 0.30
H -1.6350 0.7336 1.5401 0.35
H -0.3866 -0.2927 -1.3950 0.31
H -0.4518 1.3620 -0.9113 0.29
H 1.3887 1.4027 0.1901 0.22
H 4.0296 -1.5954 -0.1795 0.14
N 1.8851 -0.7448 -0.3576 -0.40
S -2.9705 -0.8047 -0.1200 -0.24
S 3.4710 -0.4856 0.1258 -0.12
```

---

(b)
The following is a quantum chemistry calculation of an isolated molecule of C3H7NS2, from the OMol25 dataset.

## Properties
- Total charge: 0
- HOMO energy: -8.3930 eV
- SMILES: CS/N=C/CS

```
13
Properties=species:S:1:pos:R:3:mulliken_charge:R:1
C 2.9333 0.1028 0.4860 -0.75
C -0.7703 0.4500 -0.4525 -0.13
C -1.8971 -0.5358 -0.4250 -0.44
H 3.8520 0.6132 0.1388 0.28
H 2.8609 -0.9633 0.1330 0.25
H 2.9962 0.1159 1.5658 0.28
H -0.9413 1.4596 -0.8291 0.34
H -2.0074 -1.0481 -1.4043 0.25
H -1.6760 -1.2801 0.3175 0.31
H -3.8938 -0.2971 1.0031 0.12
N 0.4116 0.0610 -0.1235 -0.29
S 1.6603 1.1105 -0.2360 0.01
S -3.5282 0.2113 -0.1738 -0.23
```

---

(c)
The following is a quantum chemistry calculation of an isolated molecule of C3H7NS2, from the OMol25 dataset.

## Properties
- Total charge: 0
- HOMO energy: -8.8521 eV
- SMILES: C=NSCCS

```
13
Properties=species:S:1:pos:R:3:mulliken_charge:R:1
C -0.6989 -0.0938 -1.7377 -0.70
C 0.4765 -0.8994 -1.0961 -0.39
C 0.8571 0.7711 2.5610 -0.29
H -1.8946 0.6465 0.4394 0.13
H -1.1592 -0.7362 -2.6443 0.27
H -0.4255 0.8425 -2.0694 0.43
H -0.0039 -1.7958 -0.5596 0.30
H 1.2498 -1.0689 -2.0134 0.27
H 1.9319 0.8473 2.7853 0.22
H 0.2221 0.8076 3.3747 0.26
N 0.2813 0.2995 1.5472 -0.25
S -2.2760 0.3735 -0.7830 -0.21
S 1.4393 0.0061 0.1960 -0.05
```

---

Most stable structure: (b)

---

(a)
The following is a quantum chemistry calculation of an isolated molecule of C4H11N2S, from the OMol25 dataset.

## Properties
- Total charge: 0
- HOMO energy (spin up / spin down): -8.8967 / -8.8954 eV
- Multiplicity: 2

```
18
Properties=species:S:1:pos:R:3:mulliken_charge:R:1
C -1.0951 1.5657 0.3689 -0.59
N -0.5304 0.2601 0.3782 -0.23
C 0.2119 -0.1476 -0.7721 -0.58
C 1.2138 -1.2713 -0.6329 -0.64
S 1.6378 -2.1671 -2.1076 -0.09
C -1.7826 1.8879 1.7207 -0.62
N -1.0043 1.6631 2.9227 -0.52
H -0.2228 2.2349 0.3164 0.41
H -1.8827 1.6476 -0.4377 0.32
H -1.2917 -0.3852 0.5636 0.20
H 0.8524 0.7140 -1.0869 0.27
H -0.4862 -0.2372 -1.6131 0.39
H 0.8008 -2.0086 0.0992 0.29
H 2.1380 -0.8924 -0.1106 0.31
H -2.6272 1.1836 1.7341 0.28
H -2.2609 2.8668 1.5476 0.32
H -1.0119 2.5366 3.4436 0.24
H -0.0399 1.4055 2.7698 0.23
```

---

(b)
The following is a quantum chemistry calculation of an isolated molecule of C4H11N2S, from the OMol25 dataset.

## Properties
- Total charge: 0
- HOMO energy (spin up / spin down): -8.9330 / -8.7698 eV
- Multiplicity: 2

```
18
Properties=species:S:1:pos:R:3:mulliken_charge:R:1
C -0.4828 1.0429 -1.7759 -1.46
C -0.2152 0.4782 -0.4654 0.37
C 1.1182 -0.3839 0.0055 -0.64
S 2.6539 0.1350 -0.7708 -0.07
N -1.5340 0.1074 0.0792 -0.33
C -1.5382 -0.8830 1.1454 -0.38
N -2.3479 -0.6048 2.3347 -0.65
H -1.2214 1.8697 -1.6586 0.29
H 0.3916 1.5819 -2.0915 0.42
H -0.7458 0.2134 -2.3688 0.44
H 0.1091 1.4402 0.1061 0.12
H 0.7851 -1.5212 -0.2247 0.25
H 1.1514 -0.2442 1.2078 0.29
H -2.0870 -0.2895 -0.6697 0.28
H -0.5503 -1.2722 1.6029 0.21
H -1.8435 -1.7943 0.6875 0.35
H -1.7954 -0.4689 3.1901 0.25
H -2.7746 0.2817 2.1978 0.26
```

---

Most stable structure: (a)

---

(a)
The following is a quantum chemistry calculation of a cluster of 2 separate species, C2H6Cl2OSi in total, from the OMol25 dataset.

## Properties
- Total charge: 0
- HOMO energy: -7.0875 eV

```
12
Properties=species:S:1:pos:R:3:mulliken_charge:R:1
C -1.4893 0.6233 -0.2826 -0.89
C 1.9206 0.4522 -0.7046 -0.44
O -0.7588 -0.8586 1.8517 -0.45
Si -0.6724 -0.9178 0.1497 0.65
Cl 2.0659 1.6422 0.5828 -0.17
Cl 3.1533 -0.7368 -0.7261 -0.19
H -2.5629 0.3119 -0.6189 0.29
H -1.5213 1.2015 0.6121 0.29
H -0.8786 1.2194 -0.8727 0.37
H 1.9378 0.8545 -1.6975 0.29
H -0.7053 -1.6667 2.3646 0.31
H -0.4890 -2.1252 -0.6584 -0.05
```

---

(b)
The following is a quantum chemistry calculation of a cluster of 2 separate species, C2H6Cl2OSi in total, from the OMol25 dataset.

## Properties
- Total charge: 0
- HOMO energy: -8.3725 eV
- SMILES: C=[Si](Cl)Cl.CO

```
12
Properties=species:S:1:pos:R:3:mulliken_charge:R:1
C -0.1221 0.7975 2.3224 -0.54
C -0.4789 -0.9408 -2.9328 -0.76
O -0.9598 1.5168 1.5105 -0.50
Si 0.7810 -1.2553 -1.7183 0.59
Cl 1.4843 0.2523 -0.6883 -0.15
Cl 1.5279 -2.9475 -0.9135 -0.18
H 0.7395 1.3719 2.5369 0.32
H 0.2370 0.0251 1.7739 0.16
H -0.5668 0.3924 3.2509 0.26
H -0.7450 0.0644 -3.3518 0.24
H -0.7862 -1.7201 -3.5928 0.26
H -1.1108 2.4431 1.8027 0.30
```

---

Most stable structure: (b)

---

(a)
The following is a quantum chemistry calculation of a cluster of 2 separate species, C7H8N3 in total, from the OMol25 dataset.

## Properties
- Total charge: +1
- HOMO energy (spin up / spin down): -12.5731 / -13.1651 eV

```
18
Properties=species:S:1:pos:R:3:mulliken_charge:R:1
C -2.9505 -0.5678 -0.1835 -0.14
C 0.1416 -1.7714 0.0603 -0.24
C 1.4500 -1.6117 -0.1957 -0.36
C -0.6233 -0.6753 0.2872 0.33
C 1.9277 -0.2496 -0.0753 0.68
C 3.2923 0.0733 0.0844 -0.92
C -1.0406 1.7125 -0.0998 -0.91
N 1.0508 0.7782 0.0714 -0.84
N -3.8654 0.0597 0.0824 -0.06
N -0.2124 0.5349 0.0702 0.82
H -0.3193 -2.8029 0.3249 0.33
H 1.9870 -2.5400 -0.2284 0.37
H 3.7001 1.1143 0.0504 0.31
H 4.1402 -0.5956 -0.1613 0.32
H -1.7845 1.4730 -0.9589 0.36
H -0.4073 2.5120 -0.1566 0.35
H -1.6848 2.0422 0.8415 0.28
H -4.8014 0.5142 0.1868 0.33
```

---

(b)
The following is a quantum chemistry calculation of the ion C7H8N3 with charge +1, from the OMol25 dataset.

## Properties
- Total charge: +1
- HOMO energy: -11.7857 eV

```
18
Properties=species:S:1:pos:R:3:mulliken_charge:R:1
C -3.9941 -0.2633 0.0596 -0.06
C 0.1799 1.6507 -0.8830 -0.40
C 0.8297 -0.7419 0.8141 0.39
C -2.1284 1.3738 -0.1577 0.03
C 1.3947 1.4766 0.0401 -0.58
C 1.1483 0.5596 1.2917 -0.58
C -0.0388 -2.6758 -0.5121 -0.65
N -1.0101 1.4933 -0.6423 -0.07
N -3.0714 0.4499 -0.1035 0.03
N 0.5690 -1.6696 0.1498 0.06
H 0.4339 2.1014 -1.8474 0.36
H 2.2710 0.9399 -0.3663 0.38
H 1.6940 2.4421 0.3493 0.40
H 0.3261 0.8818 2.0876 0.32
H 2.0895 0.5677 1.7371 0.35
H -0.3123 -2.2179 -1.3995 0.35
H 0.5158 -3.5396 -0.6917 0.29
H -0.8969 -2.8286 0.0743 0.36
```

---

(c)
The following is a quantum chemistry calculation of the ion C7H8N3 with charge +1, from the OMol25 dataset.

## Properties
- Total charge: +1
- HOMO energy: -12.5083 eV

```
18
Properties=species:S:1:pos:R:3:mulliken_charge:R:1
C 2.3285 -1.4266 -0.0177 -0.20
C 3.2979 -0.4854 0.1814 -0.83
C 0.9056 -1.3939 -0.1067 -0.66
C -0.1637 -0.5145 -0.1229 -0.19
C 0.1525 2.1393 -0.0973 -0.31
C 2.9409 0.7842 -0.0246 0.76
C -0.3902 0.8536 -0.1678 0.89
N 1.3741 2.5782 0.0875 -0.80
N 2.2983 1.7615 -0.1184 0.43
N -1.9195 1.0251 0.1445 -0.45
H 2.5553 -2.4874 0.1579 0.28
H 4.3695 -0.5551 0.4223 0.36
H 0.5929 -2.4336 -0.1652 0.26
H -1.1501 -0.9942 -0.0351 0.23
H -0.6239 3.0062 -0.0344 0.19
H -2.4173 1.8657 -0.1901 0.36
H -2.1631 1.0005 1.1233 0.31
H -2.5564 0.4925 -0.4229 0.36
```

---

Most stable structure: (c)

---

(a)
The following is a quantum chemistry calculation of a cluster of 2 separate species, C2H5O2S in total, from the OMol25 dataset.

## Properties
- Total charge: -1
- HOMO energy (spin up / spin down): -1.5383 / -0.3067 eV

```
10
Properties=species:S:1:pos:R:3:mulliken_charge:R:1
C 2.1119 -0.1185 0.0356 -0.66
C 0.6722 0.1478 -0.3586 -0.46
O -3.0251 1.0054 -0.5068 -0.42
O -2.9074 -1.3813 0.1807 -0.43
S -2.6792 0.0230 0.5045 0.56
H 2.8026 0.8007 0.4789 -0.04
H 2.2355 -0.8970 0.8394 -0.01
H 0.1600 -0.7923 -0.7775 0.20
H 0.5666 0.9527 -1.0772 0.30
H 0.0630 0.2594 0.6809 -0.04
```

---

(b)
The following is a quantum chemistry calculation of a structure of composition C2H5O2S, from the OMol25 dataset.

## Properties
- Total charge: -1
- HOMO energy: -3.3766 eV

```
10
Properties=species:S:1:pos:R:3:mulliken_charge:R:1
C -0.5397 -0.2437 -0.0174 -0.23
C -0.5613 0.4967 -1.0743 -0.48
O 1.2119 -2.8516 -1.0166 -0.58
O 0.9374 -2.7586 1.4167 -0.61
S 1.8897 -3.1842 0.3005 0.22
H 0.0590 -1.1143 0.2050 0.05
H 3.0854 -1.8717 0.1298 -0.03
H -1.3123 -0.0438 0.8186 0.13
H -1.2496 1.2963 -1.2002 0.23
H 0.1808 0.3900 -1.7628 0.31
```

---

Most stable structure: (b)